The following is a DFT calculation (wB97M-V/def2-TZVPD) of C31H31InN8O4PS2 as an isolated structure.

Atoms and positions in Å:
In -0.08 -0.25 -0.09
N 3.02 3.72 -0.87
C 2.68 2.65 -0.11
N 1.49 2.36 0.27
C 0.44 3.17 -0.15
N -0.79 2.87 0.07
N -1.03 1.61 0.55
C -2.15 1.49 1.27
C -2.62 0.22 1.63
C -3.77 0.01 2.43
C -4.16 -1.26 2.72
C -3.42 -2.35 2.21
C -2.33 -2.09 1.43
N -1.91 -0.85 1.14
C 0.74 4.40 -0.90
C -0.24 5.31 -1.31
C 0.09 6.41 -2.06
C 1.42 6.63 -2.44
C 2.40 5.74 -2.05
C 2.06 4.64 -1.28
H 3.98 3.82 -1.17
H 3.50 2.01 0.18
H -2.70 2.39 1.55
H -4.31 0.87 2.80
H -5.04 -1.44 3.33
H -3.72 -3.37 2.40
H -1.75 -2.89 0.98
H -1.27 5.11 -1.03
H -0.68 7.11 -2.38
H 1.68 7.49 -3.04
H 3.44 5.90 -2.34
O -0.32 2.55 -3.75
C 0.95 2.44 -4.20
C 1.29 3.20 -5.32
C 2.56 3.15 -5.84
C 3.54 2.34 -5.26
C 3.21 1.59 -4.15
C 1.92 1.62 -3.60
C 1.60 0.85 -2.39
O 0.40 0.88 -1.96
N 2.61 0.21 -1.78
N 2.18 -0.29 -0.61
C 3.00 -0.83 0.20
C 2.48 -1.25 1.51
C 3.30 -1.87 2.45
C 2.77 -2.22 3.68
C 1.44 -1.93 3.94
C 0.68 -1.32 2.96
N 1.19 -0.99 1.77
H -0.39 1.96 -2.97
H 0.52 3.82 -5.77
H 2.80 3.74 -6.72
H 4.53 2.29 -5.67
H 3.94 0.95 -3.67
H 4.05 -0.96 -0.03
H 4.33 -2.08 2.20
H 3.39 -2.71 4.42
H 0.98 -2.18 4.89
H -0.36 -1.08 3.11
C -0.73 -0.56 -5.24
C -0.20 -1.65 -4.33
O -1.31 -2.39 -3.76
P -1.75 -2.25 -2.24
S -0.05 -2.54 -1.12
S -3.28 -3.36 -1.89
O -1.99 -0.66 -2.04
C -3.29 -0.04 -1.83
C -3.69 0.72 -3.07
H 0.11 -0.04 -5.71
H -1.31 0.17 -4.67
H -1.35 -0.99 -6.02
H 0.42 -1.25 -3.53
H 0.39 -2.38 -4.88
H -3.17 0.62 -0.98
H -4.01 -0.82 -1.58
H -2.94 1.47 -3.33
H -4.64 1.23 -2.90
H -3.81 0.04 -3.92

ΔE to the lowest compared entry with this formula, charge and spin in eV: 0.000
Orbital gap (spin up / spin down) in eV: 4.91 / 7.00
Spin multiplicity: 2
E in Eh: -3266.9553

Löwdin population analysis, charges in e, atoms 1 to 8:
1. In 0.634
2. N 0.129
3. C -0.174
4. N 0.129
5. C -0.302
6. N 0.084
7. N -0.102
8. C -0.118